Entry 1:
{
  "formula": "C10H16O",
  "method": "ωB97M-V/def2-TZVPD",
  "species": ["O", "C", "C", "C", "C", "C", "C", "C", "C", "C", "C", "H", "H", "H", "H", "H", "H", "H", "H", "H", "H", "H", "H", "H", "H", "H", "H"],
  "xyz": [[-0.53823, -0.50067, -2.97928], [-3.14005, -0.57807, 1.01428], [0.34401, -0.32333, -1.94411], [2.31877, -0.06421, 0.12219], [0.82269, 0.95541, -1.51838], [0.73285, -1.38876, -1.18360], [1.65231, -1.25951, -0.12678], [-3.24359, 1.13355, 3.03215], [-2.51849, 0.62128, 1.78389], [3.44190, 0.02123, 1.14675], [1.77479, 1.05902, -0.58494], [2.00473, -2.09977, 0.34689], [4.48579, -0.15443, 0.92386], [3.32398, 1.09393, 1.45422], [-0.90517, 0.40962, -3.44960], [3.24043, -0.58472, 2.05930], [-2.43814, 1.47431, 3.71686], [-2.38791, 1.46052, 1.08404], [0.39290, -2.30278, -1.56468], [-2.36661, -1.50930, 1.12801], [-4.03407, 1.85314, 2.62199], [-1.48410, 0.22802, 2.01847], [0.45866, 1.98743, -1.79697], [-4.14199, -0.88192, 1.39182], [-3.81952, 0.31204, 3.61490], [2.16947, 2.01175, -0.13662], [-3.30374, -0.35215, -0.02694]],
  "lowdin_charge": [-0.0135, -0.1358, -0.3324, -0.2658, -0.0517, -0.0230, -0.0354, -0.1453, -0.3570, -0.0573, -0.0844, 0.0820, 0.0663, 0.0760, 0.2009, 0.0839, 0.0655, 0.0895, 0.1017, 0.1129, 0.0884, 0.0978, 0.1288, 0.0598, 0.0876, 0.1225, 0.0381],
  "spin_multiplicity": 1,
  "e_homo_ev": -8.32,
  "energy_ev": -12675.0209,
  "gap_ev": 8.99
}

Entry 2:
{
  "formula": "C4H10NO",
  "method": "ωB97M-V/def2-TZVPD",
  "species": ["O", "N", "C", "C", "C", "C", "H", "H", "H", "H", "H", "H", "H", "H", "H", "H"],
  "xyz": [[-1.11785, -1.14389, -2.27687], [0.21943, 0.97267, -0.24847], [-1.20555, -0.48289, 0.95173], [1.12453, -0.82720, 1.47899], [0.09006, -0.20195, 0.60253], [0.93101, 2.10595, 0.06724], [-1.86305, -0.01811, 0.20026], [0.38779, 2.75072, 0.83348], [-0.59354, -0.40410, -2.91488], [-1.59024, -1.20334, 1.69744], [2.11018, -0.67114, 1.06294], [-0.75572, -2.07325, -2.60854], [1.01953, -0.45631, 2.54758], [1.18250, -1.93729, 1.54181], [2.11325, 2.12779, 0.09381], [-0.24419, 0.66411, -1.10258]],
  "lowdin_charge": [-0.1744, -0.0285, 0.0992, -0.0680, -0.3608, 0.3538, 0.0772, 0.1570, 0.1382, 0.1053, 0.0669, 0.1137, 0.1161, 0.1039, 0.1723, 0.1282],
  "total_charge": 1,
  "spin_multiplicity": 1,
  "e_homo_ev": -13.23,
  "energy_ev": -7834.0669,
  "gap_ev": 4.58
}

In the order shown, the computed relative energy (zero: lowest compared OMol25 entry of this formula, charge and spin) values come out to 260.9, 699.5 kJ/mol.